Entry 1:
Molecular formula: C15H5Cl4F6O4S
Method: DFT, ωB97M-V/def2-TZVPD

Element x y z (Å)
Cl1 -1.95169 2.07282 3.32536
C1 -1.34978 0.98842 1.89966
C2 -1.89929 -0.41348 2.11993
Cl2 -3.55554 -0.55535 2.31167
C3 -1.15057 -1.61850 1.92592
O1 -1.68168 -2.63941 1.38830
C4 0.27589 -1.65360 2.39594
O2 0.81971 -2.59671 2.95568
C5 0.91915 -0.32586 2.18013
Cl3 2.62597 -0.34100 2.34336
C6 0.21395 0.84153 2.02093
Cl4 1.06400 2.32285 2.04359
F1 -1.55534 5.82318 -0.41519
C7 -1.11593 4.63635 0.04427
F2 -0.10827 4.22175 -0.75760
F3 -0.63219 4.81112 1.28128
S1 -2.49720 3.42537 0.07650
C8 -1.78927 1.73936 0.65933
C9 -2.51848 0.78692 -0.24082
C10 -3.90869 0.91135 -0.43753
C11 -4.58225 -0.07368 -1.15048
C12 -3.87233 -1.15741 -1.62742
C13 -4.61124 -2.27397 -2.32724
F4 -3.78952 -2.99787 -3.15941
F5 -5.16698 -3.16958 -1.43399
F6 -5.64634 -1.79567 -3.10010
C14 -2.49147 -1.27962 -1.46784
C15 -1.82253 -0.26436 -0.82789
O3 -3.48502 3.85482 1.03560
O4 -2.79042 3.33777 -1.31674
H1 -0.75718 1.92772 0.34916
H2 -4.51896 1.69105 -0.01329
H3 -5.66496 0.01379 -1.29564
H4 -1.97251 -2.16217 -1.81583
H5 -0.73228 -0.32715 -0.73802

LUMO level (eV): 1.88
Net charge: -1
SMILES string: O=C1C([O-])=C(Cl)[C@](Cl)([C@@H](c2ccc(C(F)(F)F)cc2)S(=O)(=O)C(F)(F)F)C(Cl)=C1Cl
E_HOMO (eV): -4.173



Entry 2:
Molecular formula: C15H60N30O15
Method: DFT, ωB97M-V/def2-TZVPD

Element x y z (Å)
C1 4.45184 0.37718 -0.78901
O1 5.00707 1.29369 -1.34869
N1 3.31735 -0.08594 -1.08448
N2 4.83616 -0.12958 0.34898
H1 2.98209 -0.74406 -0.39559
H2 2.77558 0.27963 -1.85450
H3 4.30294 -0.90907 0.70698
H4 5.75647 0.12907 0.67490
C2 -3.90656 -3.70572 -0.81651
O2 -3.27813 -3.68748 0.22138
N3 -5.01973 -4.49401 -0.99596
N4 -3.53835 -3.10750 -1.94225
H5 -5.36965 -5.17800 -0.34035
H6 -5.39412 -4.55881 -1.93177
H7 -4.10479 -2.96368 -2.76600
H8 -2.53168 -3.02839 -1.96363
C3 -0.68689 -5.13350 1.83546
O3 0.12102 -5.91898 2.26340
N5 -1.86884 -5.46300 1.48703
N6 -0.55851 -3.82683 1.62062
H9 -2.13786 -6.42500 1.63638
H10 -2.49108 -4.80357 1.04198
H11 -0.93850 -3.58251 0.71729
H12 0.38531 -3.60340 1.90239
C4 1.43769 0.93635 -4.24908
O4 2.15809 -0.01664 -3.96752
N7 1.50177 1.81624 -5.23757
N8 0.44329 1.34288 -3.48986
H13 0.70598 2.43312 -5.15847
H14 1.99185 1.76861 -6.11942
H15 0.40922 0.88172 -2.59192
H16 -0.16720 2.12786 -3.66653
C5 2.49671 3.94413 -1.09443
O5 2.42338 4.92817 -1.79993
N9 3.30401 3.83884 -0.11239
N10 1.84300 2.89251 -1.28695
H17 3.27015 2.96260 0.38876
H18 3.76735 4.66054 0.24850
H19 1.37712 2.66762 -2.15441
H20 2.04517 2.16321 -0.61810
C6 -4.67413 0.10278 0.98209
O6 -5.27567 0.17378 -0.05175
N11 -3.45355 -0.34454 1.10597
N12 -5.17879 0.61297 2.02514
H21 -2.88466 -0.70590 0.35372
H22 -3.03001 -0.33130 2.02277
H23 -4.64901 0.57512 2.88420
H24 -6.16951 0.79074 2.10857
C7 -0.39546 -0.31132 0.01898
O7 -0.94565 -1.24494 -0.52303
N13 -0.60294 0.92977 -0.33417
N14 0.58399 -0.34431 0.91316
H25 -0.25655 1.79892 0.04621
H26 -1.42277 0.96434 -0.92306
H27 0.82221 -1.22283 1.35083
H28 0.90602 0.54231 1.27415
C8 -1.21854 3.45981 2.93781
O8 -2.19850 3.33693 3.57986
N15 -0.66398 2.42026 2.40748
N16 -0.45315 4.49140 2.73013
H29 0.33666 2.29857 2.47085
H30 -1.23237 1.58600 2.43946
H31 -0.69158 5.40811 3.08068
H32 0.36363 4.41212 2.14132
C9 2.75702 -3.79835 -1.34962
O9 3.74306 -4.03990 -0.69829
N17 1.85575 -3.03706 -0.91559
N18 2.59236 -4.13768 -2.60811
H33 1.87389 -3.02205 0.09414
H34 1.02303 -2.82147 -1.44492
H35 3.27623 -4.62399 -3.17018
H36 1.66288 -4.06189 -2.99595
C10 -1.19103 5.22881 -1.85197
O10 -0.99322 4.01852 -1.71668
N19 -2.26316 5.82296 -1.39502
N20 -0.48427 5.94570 -2.60838
H37 -2.93839 5.52262 -0.70657
H38 -2.30988 6.77333 -1.73374
H39 0.49385 5.74549 -2.76108
H40 -0.82791 6.85807 -2.87218
C11 -0.94180 -2.87376 -3.87754
O11 -0.20182 -3.63056 -3.25118
N21 -1.35086 -1.70798 -3.42755
N22 -1.55600 -3.14678 -5.00125
H41 -1.19283 -1.53020 -2.44595
H42 -1.97371 -1.04508 -3.86653
H43 -2.41137 -2.64485 -5.19228
H44 -1.44470 -4.03049 -5.47746
C12 -0.07688 -0.26967 4.75442
O12 1.11793 -0.39380 4.69526
N23 -0.72258 0.40838 5.63378
N24 -0.94124 -0.72432 3.95106
H45 -1.73215 0.43672 5.64220
H46 -0.08777 0.60084 6.39540
H47 -1.84627 -0.85722 4.37929
H48 -0.50586 -1.43418 3.37954
C13 3.04824 -2.60446 2.56617
O13 1.91249 -2.51663 2.07459
N25 4.04364 -3.17731 1.95404
N26 3.34926 -2.36535 3.78031
H49 3.78288 -3.48788 1.02903
H50 4.92044 -2.99258 2.42010
H51 4.28294 -2.49240 4.14388
H52 2.67208 -1.77268 4.23886
C14 3.12825 1.99399 2.91273
O14 2.08477 1.88945 2.25190
N27 3.68203 0.96332 3.43594
N28 3.62581 3.17223 3.30044
H53 3.13213 0.12143 3.53043
H54 4.54229 1.01744 3.96237
H55 4.47493 3.00591 3.82141
H56 3.54009 4.12338 2.97168
C15 -3.12481 1.49695 -2.67278
O15 -2.44290 1.58990 -3.62721
N29 -4.15166 0.74361 -2.63545
N30 -2.89996 2.19990 -1.56327
H57 -4.39725 0.14913 -3.41415
H58 -4.65697 0.67114 -1.76394
H59 -3.60811 2.50112 -0.90913
H60 -2.07735 2.76312 -1.72510

Multiplicity: 2
LUMO level (alpha / beta) (eV): -2.16 / -7.86
Net charge: +1
ΔE to the lowest compared entry with this formula, charge and spin (kcal per mole): 32.0
E_HOMO (alpha / beta) (eV): -10.646 / -10.645



Entry 3:
Molecular formula: C15H72BNO32
Method: DFT, ωB97M-V/def2-TZVPD

Element x y z (Å)
C1 2.29020 4.21500 -0.12622
C2 1.30920 3.48300 -0.92622
C3 0.91920 1.97400 -0.33422
C4 -0.60580 1.56400 -0.81622
N1 -1.05280 0.13300 -0.50422
C5 -0.55480 -0.67700 -1.64622
C6 -1.66780 -0.48500 -2.86322
C7 -2.95080 -0.35400 -2.00122
C8 -2.55180 0.06300 -0.60522
C9 -0.42180 -0.40800 0.74778
C10 -1.04080 0.09200 1.94278
C11 -0.35180 -0.67800 3.14878
H1 3.19920 3.60400 -0.18222
H2 1.99320 4.29100 0.91078
H3 2.33420 5.40800 -0.45422
H4 1.62820 3.33700 -1.88722
H5 0.53920 4.05600 -1.11122
H6 1.13520 1.92900 0.66578
H7 1.58520 1.16400 -0.69922
H8 -0.92080 1.86500 -1.68322
H9 -1.19980 2.12500 -0.32122
H10 -0.80280 -1.69000 -1.38922
H11 0.50720 -0.25400 -2.04622
H12 -1.51380 -1.46600 -3.50722
H13 -1.47080 0.23000 -3.40722
H14 -3.79180 -1.24000 -2.20622
H15 -3.54380 0.48100 -2.46222
H16 -2.92280 -0.63300 0.09678
H17 -2.85980 1.12500 -0.36022
H18 0.67320 -0.42400 0.66578
H19 -0.57280 -1.37300 0.94978
H20 -1.98980 -0.16500 2.15578
H21 -0.66680 1.13500 1.90078
H22 0.29720 -1.62200 2.93078
H23 -1.09280 -1.02400 3.91178
H24 0.37420 -0.12500 3.76078
O1 2.31020 -8.04400 0.46378
C12 1.86620 -7.07000 -0.04422
O2 0.69420 -7.07700 -0.51022
B1 0.58920 -5.82100 -1.34622
O3 1.98720 -5.49400 -1.50722
C13 2.65120 -6.18400 -0.73622
O4 3.86420 -5.93800 -0.56422
O5 -0.17180 -4.84400 -0.73222
C14 -1.19980 -4.62300 -1.50622
O6 -2.03480 -3.81000 -1.17222
C15 -1.11880 -5.47200 -2.62222
O7 -0.07580 -6.12700 -2.63322
O8 -2.08980 -5.64400 -3.43822
O9 -1.94980 -2.00800 -6.29122
H25 -2.77780 -2.33100 -5.92622
H26 -1.14680 -2.22900 -5.78822
O10 -3.12980 3.86500 1.10378
H27 -4.11480 3.88900 0.91878
H28 -2.73380 4.70900 1.11578
O11 -0.30480 2.00700 -5.46722
H29 -0.43580 2.43600 -6.30422
H30 0.61520 1.86400 -5.37022
O12 -1.81180 -3.27000 1.65278
H31 -1.74580 -3.66700 0.85278
H32 -1.28480 -3.96800 2.28278
O13 3.35820 -2.64000 -2.50522
H33 2.61520 -2.14400 -2.93022
H34 2.96820 -3.12800 -1.83622
O14 -4.80080 -1.92000 -4.68322
H35 -4.81980 -2.41300 -3.90722
H36 -4.99080 -2.61700 -5.34722
O15 2.82020 -1.35600 4.21078
H37 3.67620 -1.60900 4.51078
H38 2.64720 -0.65600 3.54578
O16 0.39220 1.98500 6.19278
H39 -0.28880 1.61100 6.73378
H40 1.13420 1.52100 6.03478
O17 2.42720 4.17800 3.91578
H41 2.44620 4.46200 4.96278
H42 1.74920 4.74500 3.56678
O18 -1.83280 6.17000 0.27378
H43 -1.28980 6.49900 0.98678
H44 -1.35380 6.26300 -0.56022
O19 1.88120 -2.66400 -0.15422
H45 2.46620 -2.10200 0.40078
H46 1.94120 -3.34600 0.47978
O20 2.30420 6.18300 -3.45122
H47 2.07020 6.98500 -3.66222
H48 1.78520 6.05000 -2.66222
O21 -0.39280 6.55500 -2.17722
H49 -0.64480 7.49200 -2.60422
H50 -0.74580 5.95400 -2.77722
O22 -3.34080 -2.32100 5.82978
H51 -2.95880 -3.23800 5.64678
H52 -2.51080 -1.99200 6.18078
O23 1.60820 -3.78100 4.36678
H53 2.25820 -3.95000 4.87878
H54 1.75520 -2.87700 4.08978
O24 -5.43780 -2.92200 -0.04422
H55 -6.40580 -2.93600 -0.09722
H56 -5.52380 -1.97800 0.13778
O25 -4.68180 -3.59400 -2.71922
H57 -5.04080 -3.35800 -1.88622
H58 -3.75180 -3.62500 -2.41922
O26 -0.37980 -1.89000 6.62578
H59 0.38920 -1.86200 6.14878
H60 -0.15280 -2.40500 7.25178
O27 4.98520 4.37300 -2.10122
H61 5.56320 4.54900 -2.68722
H62 4.48520 5.19100 -2.01722
O28 3.25920 -0.64300 1.50878
H63 3.85120 -1.20000 1.81078
H64 3.58220 0.14700 0.82978
O29 1.37020 -1.26200 -4.02422
H65 1.77720 -0.45900 -4.35322
H66 1.09020 -1.72200 -4.85722
O30 3.12220 7.31600 2.00078
H67 3.39320 6.58700 2.58478
H68 2.15420 7.21300 1.74378
O31 6.36320 4.33300 0.41578
H69 6.32120 5.19500 0.87078
H70 5.88220 4.36400 -0.45122
O32 -4.06780 -1.82500 2.93678
H71 -3.78380 -1.97000 3.98878
H72 -3.38580 -2.32100 2.57478

LUMO level (eV): -1.01
ΔE to the lowest compared entry with this formula, charge and spin (kcal per mole): 91.7
E_HOMO (eV): -9.185



Entry 4:
Molecular formula: C15H8Br2CoF6NO2Te
Method: DFT, ωB97M-V/def2-TZVPD

Element x y z (Å)
Co1 0.32413 -0.25161 0.99310
Br1 3.76161 0.03768 -2.34277
C1 2.22175 1.10671 -2.21083
C2 2.03608 2.17973 -3.08286
C3 0.93025 2.99183 -2.97516
Br2 0.73055 4.43617 -4.18051
C4 -0.04234 2.78865 -1.96527
C5 -1.18007 3.58375 -1.72386
C6 -2.03880 3.24773 -0.70554
C7 -1.76705 2.12582 0.09137
N1 -0.70726 1.37719 -0.11187
C8 0.14768 1.68093 -1.10836
C9 1.27834 0.80810 -1.22269
O1 1.36137 -0.18383 -0.39622
H1 2.77444 2.36017 -3.84936
H2 -1.36384 4.44975 -2.34257
H3 -2.92376 3.83468 -0.51351
H4 -2.42869 1.83342 0.89535
F1 -0.61667 -0.10017 5.12154
Te1 0.81834 0.06345 3.75769
F2 2.14047 1.21958 4.83244
F3 0.88982 -2.49484 2.38696
F4 1.70976 0.98134 2.02792
F5 0.07677 1.84291 3.71770
O2 -0.55436 -0.19556 2.37486
F6 -0.71262 -6.00497 -0.26948
C10 -0.66100 -4.69912 0.04256
C11 -0.17461 -4.32761 1.25603
C12 -0.25929 -2.89935 1.65093
C13 -0.44954 -1.94622 0.51157
C14 -0.89793 -2.40765 -0.68796
C15 -1.07644 -3.78128 -0.93348
H5 0.23839 -5.03692 1.95419
H6 -1.07322 -2.77124 2.39388
H7 -1.08378 -1.71832 -1.49612
H8 -1.42846 -4.13088 -1.88965

Multiplicity: 5
LUMO level (alpha / beta) (eV): -1.66 / -3.99
ΔE to the lowest compared entry with this formula, charge and spin (kcal per mole): 68.7
E_HOMO (alpha / beta) (eV): -8.029 / -9.393



Computed max |F|, in the same sequence as the records: 4.4 7.4 11.6 5.2 eV Å⁻¹.